{
  "formula": "C19H17N5O5S2",
  "method": "ωB97M-V with the def2-TZVPD basis set",
  "total_energy_ha": -2180.6039,
  "smiles": "COc1cc(NS(=O)(=O)c2ccc(NC(=S)NC(=O)/C=C/c3ccco3)cc2)ncn1",
  "lumo_energy_ha": -0.034,
  "mol_weight_g_mol": 459.51,
  "homo_ev": -8.783,
  "elements": ["S", "S", "O", "O", "O", "O", "O", "N", "N", "N", "N", "N", "C", "C", "C", "C", "C", "C", "C", "C", "C", "C", "C", "C", "C", "C", "C", "C", "C", "C", "C", "H", "H", "H", "H", "H", "H", "H", "H", "H", "H", "H", "H", "H", "H", "H", "H", "H"],
  "xyz": [[-2.282, -0.359, -2.056], [2.686, 4.325, 0.159], [-2.003, -7.707, -1.379], [4.112, 4.235, 0.170], [2.059, 5.400, -0.541], [-2.455, 4.380, 1.146], [0.632, -3.440, -0.481], [0.123, -0.897, -0.953], [0.820, 3.329, 3.273], [-1.275, -2.659, -1.462], [-1.515, 3.293, 2.944], [2.245, 4.397, 1.798], [0.962, 4.073, 2.169], [2.511, 1.606, 0.179], [0.143, 1.540, -1.285], [-1.059, -1.288, -1.459], [-1.023, -5.000, -1.143], [0.780, 2.744, -1.046], [-0.339, -6.081, -0.722], [-0.126, 4.490, 1.417], [-0.190, -8.603, -0.433], [0.685, 0.357, -0.781], [-1.376, 4.045, 1.851], [-0.796, -7.426, -0.825], [-2.161, -9.032, -1.340], [-1.078, -9.640, -0.769], [-0.461, -3.664, -0.987], [-0.410, 2.999, 3.599], [1.887, 0.401, -0.062], [-3.697, 3.880, 1.611], [1.948, 2.771, -0.311], [0.632, -5.939, -0.268], [0.382, 3.667, -1.434], [-0.771, 1.521, -1.854], [-0.529, 2.405, 4.496], [-0.014, 5.120, 0.555], [-1.994, -5.101, -1.601], [2.954, 4.042, 2.425], [-0.939, -10.689, -0.611], [0.769, -8.696, 0.035], [-3.701, 2.788, 1.594], [-3.071, -9.431, -1.742], [0.688, -1.686, -0.603], [-4.448, 4.272, 0.929], [2.315, -0.518, 0.310], [-3.890, 4.216, 2.631], [-2.172, -2.915, -1.857], [3.434, 1.660, 0.734]],
  "forces_ev_per_a": [[-0.3274, 0.1573, -0.1576], [0.0895, -0.2232, 0.4433], [-0.0952, 0.5673, -0.0964], [-0.0052, -0.2572, 0.1818], [-0.3325, -0.1780, 0.0114], [0.3648, 0.1789, -0.1707], [0.0892, -0.0948, 0.0525], [0.1041, -1.1313, 0.1279], [0.6876, 0.1090, -0.0154], [0.0903, -0.3641, 0.0583], [-0.6188, 0.2491, -0.4246], [0.6858, 0.2360, -0.7685], [-1.2911, -0.0032, 0.0950], [0.0539, -0.1548, -0.0250], [-0.0453, -0.0735, -0.0718], [-0.1167, 0.4480, -0.0488], [0.1680, -0.6998, 0.1382], [0.1620, 0.0384, -0.0098], [-0.4130, 0.7370, -0.2625], [-0.2010, -0.0503, 0.2273], [-0.3096, 0.9069, -0.2291], [0.0772, 0.7984, -0.0271], [0.5085, -0.2765, 0.3810], [0.6944, -0.9189, 0.4151], [0.3616, -0.8667, 0.2486], [-0.5923, 0.0767, -0.2888], [0.1797, 0.2107, 0.0657], [0.1147, -0.0719, 0.1070], [-0.0915, 0.0865, -0.0326], [-0.4162, -0.1761, 0.1727], [0.2378, 0.6349, -0.0406], [0.0654, 0.0248, 0.0302], [-0.1187, 0.0784, -0.0562], [0.0578, -0.0019, 0.0266], [0.0076, -0.0423, 0.0833], [-0.0609, 0.1195, -0.1033], [-0.1125, -0.0545, -0.0486], [0.1550, -0.1078, -0.0415], [-0.0390, -0.2252, 0.0004], [0.2216, 0.0602, 0.1006], [-0.0330, 0.0860, 0.0054], [-0.1423, 0.0573, -0.0735], [-0.2082, 0.2231, -0.1469], [0.0611, -0.0124, 0.0266], [0.0624, -0.0866, 0.0522], [-0.0248, -0.0338, -0.0943], [0.1799, 0.1291, 0.0810], [0.1151, -0.1089, 0.1019]]
}

=====

{
  "formula": "C19H17NO4",
  "method": "ωB97M-V with the def2-TZVPD basis set",
  "total_energy_ha": -1089.9804,
  "e_above_lowest_kcal_mol": 3.1,
  "smiles": "COc1ccc(CC(=O)OCc2cc3ccccc3[nH]c2=O)cc1",
  "lumo_energy_ha": 0.006,
  "mol_weight_g_mol": 323.35,
  "homo_ev": -8.437,
  "elements": ["O", "O", "O", "O", "N", "C", "C", "C", "C", "C", "C", "C", "C", "C", "C", "C", "C", "C", "C", "C", "C", "C", "C", "C", "H", "H", "H", "H", "H", "H", "H", "H", "H", "H", "H", "H", "H", "H", "H", "H", "H"],
  "xyz": [[2.929, -3.292, 0.304], [-0.354, 0.881, 1.242], [-6.721, -0.230, 0.681], [0.010, -0.562, -0.441], [4.570, -1.757, 0.159], [-0.542, 0.523, 0.110], [-2.877, 0.812, -0.499], [5.054, -0.480, 0.087], [6.424, -0.224, 0.005], [-3.511, -0.249, -1.124], [5.977, 2.140, -0.051], [4.625, 1.900, 0.028], [-7.421, -1.289, 0.076], [-5.461, 0.051, 0.247], [-4.818, 1.110, 0.890], [-1.470, 1.206, -0.874], [-4.793, -0.630, -0.765], [2.306, -0.995, 0.265], [3.244, -2.117, 0.248], [6.876, 1.075, -0.063], [4.138, 0.590, 0.098], [0.854, -1.367, 0.377], [2.747, 0.279, 0.190], [-3.544, 1.482, 0.522], [-1.345, 2.285, -0.782], [7.120, -1.051, -0.002], [7.936, 1.270, -0.125], [0.725, -2.400, 0.045], [-5.256, -1.457, -1.280], [0.530, -1.274, 1.422], [3.920, 2.718, 0.040], [-8.388, -1.326, 0.575], [-1.229, 0.877, -1.883], [5.231, -2.526, 0.149], [-3.054, 2.296, 1.033], [6.346, 3.152, -0.103], [-7.575, -1.111, -0.994], [-6.906, -2.245, 0.215], [-5.344, 1.626, 1.677], [-3.001, -0.790, -1.909], [2.048, 1.103, 0.211]],
  "forces_ev_per_a": [[-0.1608, -0.2058, 0.0326], [0.0899, 0.0487, 0.0752], [0.2208, 0.2428, 0.1050], [0.0876, -0.0846, -0.3692], [0.2269, -0.3451, -0.0002], [-0.1032, 0.3555, -0.1216], [-0.0522, -0.0088, -0.2011], [-0.0637, 0.6823, -0.0210], [-0.0086, -0.0174, 0.0020], [0.1130, 0.2132, 0.0731], [0.0016, 0.1733, -0.0083], [0.0774, -0.1825, 0.0030], [-0.1053, -0.1694, -0.1034], [0.1328, 0.0758, 0.0071], [-0.1602, -0.1159, -0.0035], [0.0602, -0.1804, 0.2283], [-0.3567, -0.1570, 0.0901], [-0.2771, 0.3808, -0.0712], [0.2085, 0.0800, 0.0004], [-0.0752, -0.0895, 0.0067], [0.4720, -0.1442, -0.0301], [0.1107, -0.3843, 0.4818], [-0.2230, -0.4918, 0.0322], [-0.1027, -0.0881, -0.0607], [0.0745, -0.0566, -0.0193], [0.0847, -0.0857, -0.0017], [0.0902, -0.0065, -0.0056], [-0.0151, 0.2251, 0.0631], [-0.0760, -0.0638, -0.0221], [0.0271, -0.0978, -0.2197], [-0.0801, 0.0922, 0.0012], [0.0570, -0.0403, -0.0688], [-0.0170, 0.0953, 0.0173], [-0.2111, 0.0687, 0.0067], [0.0479, 0.1014, 0.0654], [0.0184, 0.0884, -0.0046], [0.0195, -0.0167, 0.0395], [-0.0116, 0.0384, -0.0197], [-0.0647, 0.0699, 0.0975], [0.0551, -0.0453, -0.0885], [-0.1115, 0.0460, 0.0124]]
}

=====

{
  "formula": "C19H18AuCl3GeN2Se3Te",
  "method": "ωB97M-V with the def2-TZVPD basis set",
  "total_energy_ha": -11909.6047,
  "e_above_lowest_kcal_mol": 17.0,
  "spin_multiplicity": 2,
  "lumo_energy_ha": [-0.188, -0.199],
  "charge": 1,
  "mol_weight_g_mol": 1014.78,
  "homo_ev": [-10.646, -10.587],
  "elements": ["Au", "Te", "Se", "Se", "Se", "Ge", "Cl", "Cl", "Cl", "N", "N", "C", "C", "C", "C", "C", "C", "C", "C", "C", "C", "C", "C", "C", "C", "C", "C", "C", "C", "C", "H", "H", "H", "H", "H", "H", "H", "H", "H", "H", "H", "H", "H", "H", "H", "H", "H", "H"],
  "xyz": [[0.026, -0.619, 0.554], [-2.804, 1.475, -0.572], [-1.860, -2.278, -0.132], [-0.732, 1.832, 0.654], [-3.576, -0.879, 0.135], [2.344, 0.088, -0.011], [-0.790, -0.463, -6.012], [1.856, -0.873, -4.844], [0.852, 1.841, -5.252], [-0.148, -0.882, 3.145], [-0.619, 0.133, -2.474], [4.080, -1.641, 3.390], [4.660, 3.170, -1.521], [1.912, 2.900, 3.655], [2.762, 0.785, 2.850], [0.409, 0.161, -4.860], [3.017, 1.422, 5.192], [2.964, -0.168, 1.815], [2.417, 3.963, -1.801], [1.930, 2.791, -1.249], [2.110, 2.017, 2.630], [3.230, 0.492, 4.152], [2.800, 1.798, -0.824], [3.782, 4.156, -1.935], [2.365, 2.600, 4.952], [4.172, 1.997, -0.975], [3.893, -0.735, 4.394], [-0.173, 0.144, -3.531], [2.935, -1.363, -1.186], [3.600, -1.357, 2.100], [2.642, -2.355, -0.852], [3.745, -2.099, 1.328], [4.162, 5.073, -2.360], [3.379, 1.186, 6.182], [0.731, -1.152, 3.578], [1.778, 2.273, 1.630], [1.729, 4.728, -2.124], [5.726, 3.315, -1.618], [1.414, 3.839, 3.470], [4.024, -1.303, -1.212], [-0.854, -1.533, 3.469], [-0.389, 0.038, 3.504], [2.547, -1.201, -2.189], [0.859, 2.654, -1.154], [4.250, -0.943, 5.392], [4.583, -2.579, 3.578], [4.880, 1.242, -0.654], [2.208, 3.309, 5.750]],
  "forces_ev_per_a": [[-0.6261, 0.5464, 0.3709], [-0.4793, -0.1896, 0.0362], [0.3499, -0.1683, 0.1350], [0.3739, -0.8507, 0.3896], [-0.0615, 0.4508, -0.2005], [0.3840, 0.4479, -0.1731], [0.2357, 0.1200, 0.1656], [-0.1509, 0.1241, -0.1151], [-0.0683, -0.3344, 0.0456], [0.1181, -0.0606, -0.0474], [0.1417, -0.1417, -0.1697], [0.0139, -0.0014, 0.1427], [0.0723, 0.0511, -0.0358], [0.0042, -0.0647, -0.1355], [-0.0130, 0.2014, 0.0247], [0.1525, 0.1235, -0.5463], [-0.1146, 0.2389, 0.0246], [-0.0540, -0.3236, -0.3324], [0.0559, 0.0356, -0.0276], [-0.2724, -0.0794, -0.1226], [-0.0640, 0.1097, 0.0105], [-0.0046, -0.0781, -0.0002], [-0.0600, -0.1700, 0.0962], [-0.0090, 0.0912, -0.0291], [0.1151, -0.1422, 0.1166], [0.0637, -0.1494, 0.1169], [0.0219, -0.0708, -0.0808], [-0.0956, 0.0147, 0.3094], [-0.3618, 0.0285, 0.1362], [-0.1517, 0.0439, -0.1408], [0.0043, -0.0244, 0.0749], [0.0062, -0.0601, -0.1055], [0.0242, 0.0651, -0.0265], [0.0365, -0.0148, 0.1072], [0.0173, 0.0257, -0.0109], [0.0687, 0.0368, 0.0475], [-0.0765, 0.0839, -0.0454], [0.0886, -0.0029, -0.0187], [-0.0639, 0.1100, -0.0341], [0.0550, 0.0101, -0.0161], [-0.0333, 0.0018, -0.0187], [0.0286, -0.0381, -0.0703], [0.0161, 0.0574, 0.0143], [0.1956, 0.0246, -0.0922], [0.0253, -0.0241, 0.0917], [0.0372, -0.0153, 0.0186], [0.0624, -0.0731, 0.0492], [-0.0086, 0.0348, 0.0712]]
}

=====

{
  "formula": "C19H18BClN2O2Ti",
  "method": "ωB97M-V with the def2-TZVPD basis set",
  "total_energy_ha": -2329.4094,
  "e_above_lowest_kcal_mol": 0.0,
  "lumo_energy_ha": 0.182,
  "charge": -2,
  "mol_weight_g_mol": 400.50,
  "homo_ev": 0.687,
  "elements": ["Ti", "Cl", "O", "O", "N", "N", "C", "C", "C", "C", "C", "C", "C", "C", "C", "C", "C", "C", "C", "C", "C", "C", "C", "C", "C", "B", "H", "H", "H", "H", "H", "H", "H", "H", "H", "H", "H", "H", "H", "H", "H", "H", "H", "H"],
  "xyz": [[-0.177, -0.229, 0.487], [1.154, 0.896, 4.088], [-1.647, 0.543, -0.496], [-3.815, 0.307, -1.059], [-1.636, -1.258, 1.328], [1.855, -0.633, 1.056], [-0.428, -3.122, 4.289], [0.197, 1.880, 1.270], [-2.168, 1.950, 2.082], [-2.825, -2.784, 2.850], [-3.156, 1.578, 2.967], [-2.865, -1.040, 0.667], [-4.038, -2.583, 2.103], [0.242, -1.480, -1.202], [-2.756, -3.605, 3.983], [-1.581, -3.774, 4.702], [-0.792, 1.697, 2.321], [-1.501, 0.763, 4.487], [-0.465, -2.304, 3.166], [-1.641, -2.110, 2.436], [-2.836, 0.959, 4.175], [-4.015, -1.713, 1.039], [-2.846, -0.028, -0.372], [-0.514, 1.144, 3.592], [2.935, -0.956, 1.308], [4.427, -1.372, 1.641], [0.441, -1.802, 2.851], [-4.193, 1.742, 2.697], [-4.904, -1.492, 0.460], [4.409, -2.011, 2.676], [-0.698, -1.789, -1.669], [0.825, -2.364, -0.928], [-3.611, 0.617, 4.850], [0.503, -3.243, 4.830], [-1.567, -4.415, 5.577], [-2.438, 2.388, 1.129], [-3.664, -4.111, 4.300], [5.069, -0.345, 1.769], [0.823, -0.908, -1.938], [-0.114, 2.580, 0.500], [4.840, -2.041, 0.714], [-4.942, -3.101, 2.402], [1.218, 2.024, 1.608], [-1.209, 0.289, 5.415]],
  "forces_ev_per_a": [[-1.0690, -0.1014, -0.2443], [-0.0047, 0.0214, -0.0295], [0.7131, -0.0392, 0.2086], [-0.0029, 0.1157, -0.1315], [0.9220, 0.4400, -0.2744], [0.0000, -0.1688, 0.1202], [0.0314, -0.0817, 0.1137], [-0.0294, -0.3354, 0.0188], [0.0304, 0.0169, 0.0217], [-0.0725, 0.0419, -0.0843], [0.0050, 0.0114, -0.0065], [-0.2547, 0.2781, -0.4411], [-0.0560, -0.0616, 0.0566], [0.0356, 0.1450, 0.0538], [-0.0151, 0.0095, -0.0310], [0.0546, 0.0375, -0.0154], [-0.1238, -0.0836, 0.1833], [0.0542, 0.0171, -0.0448], [-0.2204, 0.0795, -0.1833], [0.1861, -0.0760, 0.2651], [-0.0314, 0.0070, 0.0036], [0.0173, -0.0024, 0.1316], [-0.3599, -0.4711, 0.3750], [-0.0311, 0.0620, -0.0246], [0.1419, 0.0520, 0.0006], [-0.0046, 0.0171, 0.0134], [0.0489, 0.0132, 0.0031], [0.0054, -0.0085, -0.0025], [0.0027, 0.0062, 0.0108], [-0.0091, 0.0114, -0.0223], [-0.0050, -0.0010, 0.0214], [0.0096, 0.0018, 0.0382], [0.0117, 0.0037, -0.0133], [-0.0114, 0.0009, -0.0066], [0.0048, 0.0020, -0.0006], [-0.0075, -0.0154, -0.0104], [0.0072, 0.0105, -0.0090], [-0.0142, -0.0221, -0.0052], [0.0071, 0.0127, -0.0191], [-0.0095, 0.0261, -0.0344], [-0.0055, 0.0035, 0.0058], [0.0122, 0.0031, -0.0038], [0.0339, 0.0193, 0.0010], [0.0028, 0.0017, -0.0083]]
}